Computed, not measured: a molecular structure, C45H58BrN12O2Os in a non-equilibrium geometry, with wB97M-V/def2-TZVPD.

Calculated values
M ... 1069.18 g/mol
Net charge ... +3
Relative energy (zero: lowest compared OMol25 entry of this formula, charge and spin) ... 0.0000 eV
⟨S²⟩ ... 6.05
2S+1 ... 5
F_max ... 0.0812 hartree/bohr
Total energy ... -142062.8328 eV

CARTESIAN COORDINATES (ANGSTROEM)
Os  -1.122  1.026  -0.214
Br  0.576  3.833  1.725
O  -0.983  1.106  1.744
O  -0.685  0.787  -2.162
N  -1.052  3.163  -0.489
N  -5.415  1.000  -0.757
N  -1.415  -3.058  0.922
N  -1.136  -1.054  0.006
N  -3.229  -5.111  -1.602
N  -2.269  -4.866  -0.845
N  -3.232  1.206  -0.330
N  -5.086  1.944  0.165
N  -3.877  2.118  0.416
N  -6.027  2.788  0.739
N  0.889  0.997  -0.076
N  -2.707  -4.882  0.438
C  0.605  0.862  -2.423
C  -6.588  -5.775  -0.186
C  -1.097  1.992  4.511
C  -0.755  5.490  0.042
C  -2.042  4.847  -1.954
C  4.316  -0.586  4.806
C  1.844  0.161  3.837
C  0.061  0.294  6.013
C  -0.039  -1.858  -0.320
C  0.213  0.744  2.194
C  1.522  1.123  -1.295
C  -1.074  1.141  -5.189
C  2.815  1.468  -1.570
C  -0.424  -1.186  -4.504
C  -0.551  4.141  0.256
C  -0.217  -3.063  0.221
C  0.119  0.237  -4.862
C  2.411  0.959  -3.984
C  -1.957  -1.829  0.728
C  -4.952  -5.319  1.531
C  -4.379  -5.365  -0.818
C  4.229  -0.365  3.285
C  -3.355  -1.653  1.205
C  -5.651  -5.645  -1.193
C  -1.541  5.876  -1.071
C  1.039  0.727  -3.790
C  2.551  0.288  1.539
C  0.889  0.126  -6.137
C  5.176  0.790  3.007
C  2.861  -0.001  2.933
C  4.681  -1.640  2.587
C  -6.216  -5.557  1.163
C  1.313  0.690  1.164
C  -4.220  0.542  -1.068
C  3.329  1.391  -2.928
C  4.782  1.692  -3.260
C  5.609  0.586  -2.474
C  -1.736  3.547  -1.604
C  -1.904  -4.270  1.478
C  -0.522  0.518  4.622
C  -1.631  -0.521  4.361
C  5.131  3.072  -2.588
C  5.114  1.594  -4.729
C  0.475  0.522  3.555
C  -4.046  -5.132  0.481
H  -1.154  -4.963  1.790
H  5.383  -0.463  -2.754
H  0.180  -0.281  -6.925
H  -5.901  -5.986  -2.159
H  -3.598  -2.322  2.062
H  -2.480  5.057  -2.905
H  5.464  -2.081  3.256
H  6.228  0.469  3.165
H  6.195  3.259  -2.672
H  -6.138  2.480  1.700
H  4.973  1.711  3.573
H  -2.015  -0.427  3.330
H  -2.013  2.767  -2.266
H  -1.492  1.673  -4.320
H  3.500  1.780  -0.790
H  -1.766  2.194  5.414
H  3.327  0.227  0.769
H  -4.005  -1.895  0.381
H  -3.486  -0.637  1.564
H  0.272  -1.994  -4.387
H  -2.460  -0.321  5.020
H  -0.329  6.215  0.748
H  2.951  0.783  -4.934
H  3.836  -1.482  5.149
H  3.918  -2.428  2.449
H  1.757  -0.546  -6.089
H  0.418  -3.968  0.313
H  -0.761  0.303  6.692
H  0.479  -0.721  6.128
H  -2.638  -3.969  2.302
H  6.152  1.863  -4.877
H  4.648  3.902  -3.133
H  -1.850  6.883  -1.234
H  6.591  0.777  -2.845
H  -4.606  -5.134  2.506
H  4.966  0.548  -5.152
H  -7.038  -5.585  1.808
H  -1.005  -1.046  -3.578
H  4.927  3.063  -1.491
H  0.733  1.050  6.309
H  -0.301  2.764  4.700
H  4.613  2.335  -5.305
H  -0.989  -1.517  -5.380
H  5.656  0.760  -1.399
H  5.053  1.063  1.942
H  2.078  0.118  4.906
H  -4.128  -0.192  -1.847
H  1.219  1.129  -6.423
H  -6.905  2.628  0.256
H  3.949  0.243  5.366
H  -7.584  -6.089  -0.357
H  5.381  -0.749  4.957
H  -1.535  2.194  3.570
H  -0.869  1.868  -5.893
H  -1.315  -1.530  4.468
H  -1.883  0.572  -5.526
H  0.847  -1.553  -0.850
H  5.134  -1.451  1.652